No. 1
Density functional theory data (wB97M-V/def2-TZVPD) for C36H53LaN10O3PSSi as an isolated structure.

The calculation puts the molar mass at 903.9 g mol⁻¹. As for the relative energy (zero: lowest compared OMol25 entry of this formula, charge and spin): 0.267 eV. The value obtained for the energy is -88098.3860 eV. The spin multiplicity is 1. For the maximum force, the calculation gives 1.85 eV/A. For the HOMO-LUMO gap, the calculation gives 6.14 eV. The value obtained for the LUMO energy is -2.87 eV. The charge is +1.

CARTESIAN COORDINATES (ANGSTROEM)
La (0.210, -1.297, -0.699)
O (1.923, 1.109, -5.887)
C (0.852, 1.833, -5.547)
C (0.481, 2.879, -6.397)
C (-0.598, 3.681, -6.094)
C (-1.345, 3.468, -4.930)
C (-0.987, 2.432, -4.093)
C (0.099, 1.594, -4.382)
C (0.378, 0.476, -3.459)
O (-0.414, 0.295, -2.465)
N (1.418, -0.290, -3.747)
N (1.516, -1.373, -2.909)
C (2.342, -2.277, -3.234)
C (2.403, -3.527, -2.463)
C (3.316, -4.507, -2.814)
C (3.345, -5.690, -2.098)
C (2.446, -5.866, -1.059)
C (1.559, -4.842, -0.780)
N (1.529, -3.692, -1.455)
H (2.049, 0.435, -5.177)
H (1.071, 3.040, -7.291)
H (-0.864, 4.489, -6.766)
H (-2.183, 4.109, -4.690)
H (-1.535, 2.243, -3.176)
H (2.973, -2.164, -4.112)
H (3.997, -4.332, -3.638)
H (4.056, -6.466, -2.348)
H (2.424, -6.779, -0.479)
H (0.826, -4.954, 0.012)
C (-4.618, -1.173, 0.094)
C (-3.290, -1.857, -0.011)
N (-2.579, -1.864, -1.059)
N (-3.001, -1.262, -2.190)
C (-2.346, -1.582, -3.357)
N (-2.721, -0.832, -4.400)
S (-1.238, -2.820, -3.452)
C (-2.688, -2.627, 1.121)
C (-3.469, -3.144, 2.138)
C (-2.870, -3.898, 3.138)
C (-1.504, -4.107, 3.101)
C (-0.791, -3.550, 2.053)
N (-1.363, -2.832, 1.083)
H (-5.372, -1.677, -0.518)
H (-4.528, -0.140, -0.256)
H (-4.975, -1.133, 1.120)
H (-3.775, -0.619, -2.189)
H (-3.095, 0.094, -4.257)
H (-2.207, -0.978, -5.253)
H (-4.538, -2.981, 2.145)
H (-3.470, -4.317, 3.937)
H (-0.995, -4.680, 3.865)
H (0.291, -3.659, 2.003)
C (2.929, -2.440, 2.030)
Si (2.929, -1.184, 0.580)
C (4.380, -1.821, -0.478)
C (3.718, 0.381, 1.344)
H (3.940, -2.553, 2.439)
H (2.595, -3.437, 1.707)
H (2.274, -2.115, 2.851)
H (5.324, -1.618, 0.042)
H (4.428, -1.334, -1.458)
H (4.324, -2.904, -0.637)
H (4.203, 0.149, 2.300)
H (3.001, 1.190, 1.501)
H (4.495, 0.765, 0.671)
O (-1.225, 0.652, 0.331)
P (-0.679, 1.494, 1.455)
N (-0.281, 0.542, 2.747)
C (-1.420, -0.192, 3.391)
C (-1.047, -0.258, 4.870)
C (0.481, -0.236, 4.843)
C (0.788, 0.779, 3.750)
N (0.692, 2.263, 0.974)
C (1.346, 3.338, 1.751)
C (2.501, 3.815, 0.841)
C (2.273, 3.111, -0.511)
C (0.821, 2.663, -0.449)
N (-1.862, 2.509, 1.965)
C (-2.715, 3.219, 0.978)
C (-3.365, 4.323, 1.809)
C (-2.297, 4.649, 2.854)
C (-1.786, 3.266, 3.235)
H (-1.498, -1.195, 2.973)
H (-2.368, 0.319, 3.217)
H (-1.451, -1.152, 5.346)
H (-1.429, 0.614, 5.405)
H (0.870, -1.218, 4.558)
H (0.928, 0.047, 5.794)
H (1.767, 0.629, 3.310)
H (0.744, 1.788, 4.168)
H (1.704, 2.967, 2.707)
H (0.649, 4.162, 1.938)
H (3.469, 3.556, 1.266)
H (2.466, 4.898, 0.734)
H (2.916, 2.236, -0.600)
H (2.460, 3.763, -1.363)
H (0.569, 1.849, -1.119)
H (0.153, 3.505, -0.683)
H (-3.439, 2.540, 0.530)
H (-2.116, 3.648, 0.168)
H (-4.258, 3.938, 2.307)
H (-3.657, 5.177, 1.201)
H (-2.674, 5.207, 3.710)
H (-1.494, 5.229, 2.393)
H (-2.447, 2.813, 3.981)
H (-0.780, 3.278, 3.653)

***

No. 2
Density functional theory data (wB97M-V/def2-TZVPD) for an isolated ion of composition C2HN2O6 and charge -1.

The calculation puts the molar mass at 149.0 g mol⁻¹. As for the relative energy (zero: lowest compared OMol25 entry of this formula, charge and spin): 1.252 eV. The value obtained for the energy is -17352.4253 eV. The spin multiplicity is 1. For the maximum force, the calculation gives 2.73 eV/A. For the HOMO-LUMO gap, the calculation gives 8.53 eV. The value obtained for the LUMO energy is 3.90 eV. The charge is -1.

CARTESIAN COORDINATES (ANGSTROEM)
C (-0.239, -0.850, 0.087)
C (-1.726, -0.491, -0.087)
N (0.574, 0.335, -0.038)
N (1.988, 0.286, -0.074)
O (-2.401, -1.309, -0.654)
O (0.197, -1.938, 0.370)
O (-2.172, 0.636, 0.448)
O (2.563, -0.748, 0.123)
O (2.476, 1.329, -0.405)
O (0.025, 1.543, -0.019)
H (-1.286, 1.207, 0.250)

***

No. 3
Density functional theory data (wB97M-V/def2-TZVPD) for a 2-piece molecular cluster, C10H20 overall.

The calculation puts the molar mass at 140.3 g mol⁻¹. As for the relative energy (zero: lowest compared OMol25 entry of this formula, charge and spin): 1.450 eV. The value obtained for the energy is -10693.1304 eV. The spin multiplicity is 1. For the maximum force, the calculation gives 1.30 eV/A. For the HOMO-LUMO gap, the calculation gives 9.69 eV. The value obtained for the LUMO energy is 0.91 eV. The charge is 0.

CARTESIAN COORDINATES (ANGSTROEM)
C (0.760, 3.751, 1.232)
C (-0.329, 4.446, 0.914)
C (2.009, 4.440, 1.766)
C (-1.606, 3.738, 0.389)
C (-0.555, 5.968, 1.081)
H (0.818, 2.657, 1.159)
H (1.742, 4.940, 2.712)
H (2.388, 5.200, 1.061)
H (2.814, 3.714, 1.966)
H (-1.334, 2.794, -0.112)
H (-2.157, 4.370, -0.328)
H (-2.271, 3.507, 1.238)
H (-1.504, 6.019, 1.641)
H (-0.695, 6.465, 0.106)
H (0.217, 6.515, 1.648)
C (0.793, -5.170, -0.787)
C (-0.429, -4.640, -0.975)
C (2.113, -4.754, -1.356)
C (-1.671, -5.072, -0.183)
C (-0.762, -3.566, -1.959)
H (0.871, -6.015, -0.090)
H (2.204, -5.007, -2.426)
H (2.934, -5.247, -0.808)
H (2.220, -3.662, -1.242)
H (-1.470, -5.827, 0.596)
H (-2.465, -5.453, -0.846)
H (-2.031, -4.151, 0.305)
H (0.100, -3.315, -2.600)
H (-1.151, -2.636, -1.511)
H (-1.551, -4.010, -2.589)

***

No. 4
Density functional theory data (wB97M-V/def2-TZVPD) for an isolated ion of composition C3H3N2S3 and charge -1.

The calculation puts the molar mass at 163.3 g mol⁻¹. As for the relative energy (zero: lowest compared OMol25 entry of this formula, charge and spin): 1.874 eV. The value obtained for the energy is -38645.3183 eV. The spin multiplicity is 1. For the maximum force, the calculation gives 4.04 eV/A. For the HOMO-LUMO gap, the calculation gives 6.83 eV. The value obtained for the LUMO energy is 3.09 eV. The charge is -1.

CARTESIAN COORDINATES (ANGSTROEM)
C (0.948, -0.182, -2.069)
C (-1.585, -0.422, 0.360)
C (0.667, 0.504, 1.147)
N (0.442, -0.327, -1.038)
N (-0.242, 0.068, 0.121)
S (1.846, -0.149, -3.384)
S (-2.349, -1.017, -0.977)
S (-2.240, -0.297, 1.943)
H (-0.030, 0.755, 1.840)
H (1.269, -0.342, 1.300)
H (1.275, 1.408, 0.757)

***

No. 5
Density functional theory data (wB97M-V/def2-TZVPD) for a 2-piece molecular cluster, C4H13N2O2 overall.

The calculation puts the molar mass at 121.2 g mol⁻¹. As for the relative energy (zero: lowest compared OMol25 entry of this formula, charge and spin): 1.964 eV. The value obtained for the energy is -11432.7727 eV. The spin multiplicity is 1. For the maximum force, the calculation gives 2.66 eV/A. For the HOMO-LUMO gap, the calculation gives 6.98 eV. The value obtained for the LUMO energy is 3.98 eV. The charge is -1.

CARTESIAN COORDINATES (ANGSTROEM)
N (-1.142, 0.624, -2.757)
C (0.177, 0.331, -2.174)
C (0.160, -0.806, -1.162)
N (-0.278, -0.370, 0.172)
C (0.714, 0.262, 0.965)
C (-0.114, 1.318, 1.980)
O (-1.326, 1.513, 1.445)
H (-1.720, 1.399, -2.449)
H (-1.853, -0.096, -2.679)
H (0.696, 0.062, -3.101)
H (0.640, 1.184, -1.676)
H (1.150, -1.275, -1.120)
H (-0.516, -1.636, -1.417)
H (-1.000, 0.422, 0.091)
H (1.553, 0.840, 0.510)
H (1.223, -0.451, 1.604)
H (-0.161, 0.786, 2.956)
H (0.644, 2.119, 2.083)
H (0.218, -2.481, 1.616)
H (0.337, -1.411, 2.616)
O (0.596, -2.334, 2.495)

***

No. 6
Density functional theory data (wB97M-V/def2-TZVPD) for a 2-piece molecular cluster, C2H2Cl2O overall.

The calculation puts the molar mass at 112.9 g mol⁻¹. As for the relative energy (zero: lowest compared OMol25 entry of this formula, charge and spin): 3.579 eV. The value obtained for the energy is -29194.9070 eV. The spin multiplicity is 1. For the maximum force, the calculation gives 1.95 eV/A. For the HOMO-LUMO gap (alpha / beta), the calculation gives 8.20 / 8.55 eV. The value obtained for the LUMO energy (alpha / beta) is -0.30 / -0.03 eV. The charge is 0.

CARTESIAN COORDINATES (ANGSTROEM)
C (1.264, 0.440, 0.747)
C (-0.977, -0.117, -0.614)
O (1.609, 1.307, 1.439)
Cl (-2.100, -0.693, 0.536)
Cl (-0.234, -1.306, -1.604)
H (1.918, -0.452, 0.491)
H (-1.481, 0.821, -0.995)

***

No. 7
Density functional theory data (wB97M-V/def2-TZVPD) for a 4-piece molecular cluster, C22H26N7O overall.

The calculation puts the molar mass at 404.5 g mol⁻¹. The value obtained for the energy is -35702.7013 eV. The spin multiplicity is 1. For the maximum force, the calculation gives 1.10 eV/A. For the HOMO-LUMO gap, the calculation gives 7.26 eV. The value obtained for the LUMO energy is -3.48 eV. The charge is +1.

CARTESIAN COORDINATES (ANGSTROEM)
N (5.056, -1.806, -0.946)
C (4.277, -1.699, -1.784)
O (3.479, -1.429, -2.811)
N (3.461, -0.078, -3.047)
N (4.596, 0.619, -3.358)
C (4.199, 1.888, -3.524)
N (4.956, 2.927, -3.828)
N (6.340, 2.867, -4.054)
N (2.857, 1.983, -3.326)
C (2.423, 0.782, -3.028)
C (1.013, 0.366, -2.697)
N (0.147, 1.488, -2.380)
H (5.530, 0.236, -3.411)
H (4.486, 3.817, -3.901)
H (6.821, 2.743, -3.165)
H (6.569, 2.078, -4.652)
H (0.613, -0.230, -3.518)
H (1.056, -0.258, -1.801)
H (0.376, 1.841, -1.456)
H (0.275, 2.256, -3.029)
C (1.413, 1.604, 1.859)
C (1.353, 0.351, 1.261)
C (0.151, -0.345, 1.223)
C (-0.993, 0.212, 1.778)
C (-0.933, 1.464, 2.374)
C (0.269, 2.159, 2.417)
H (2.352, 2.142, 1.901)
H (2.249, -0.088, 0.836)
H (0.110, -1.324, 0.762)
H (-1.930, -0.329, 1.747)
H (-1.825, 1.897, 2.808)
H (0.314, 3.131, 2.889)
C (-3.239, 1.354, 5.601)
C (-3.298, 0.103, 5.002)
C (-4.499, -0.592, 4.962)
C (-5.642, -0.034, 5.517)
C (-5.584, 1.218, 6.114)
C (-4.382, 1.912, 6.158)
H (-2.301, 1.894, 5.637)
H (-2.406, -0.331, 4.568)
H (-4.544, -1.571, 4.500)
H (-6.579, -0.575, 5.485)
H (-6.475, 1.653, 6.547)
H (-4.336, 2.885, 6.629)
C (-1.503, -2.178, -1.550)
C (-2.656, -2.564, -2.219)
C (-2.623, -3.651, -3.083)
C (-1.438, -4.350, -3.279)
C (-0.285, -3.964, -2.610)
C (-0.323, -2.882, -1.741)
H (-1.518, -1.325, -0.883)
H (-3.577, -2.017, -2.070)
H (-3.520, -3.953, -3.606)
H (-1.416, -5.198, -3.951)
H (0.637, -4.513, -2.757)
H (0.574, -2.581, -1.210)

***

No. 8
Density functional theory data (wB97M-V/def2-TZVPD) for a 4-piece molecular cluster, H8O4 overall.

The calculation puts the molar mass at 72.1 g mol⁻¹. As for the relative energy (zero: lowest compared OMol25 entry of this formula, charge and spin): 1.817 eV. The value obtained for the energy is -8318.8588 eV. The spin multiplicity is 1. For the maximum force, the calculation gives 5.41 eV/A. For the HOMO-LUMO gap, the calculation gives 11.33 eV. The value obtained for the LUMO energy is 0.27 eV. The charge is 0.

CARTESIAN COORDINATES (ANGSTROEM)
O (-0.864, 3.004, 1.589)
H (-0.117, 2.927, 1.036)
H (-0.472, 2.521, 2.254)
H (-0.580, -1.876, 0.029)
O (-1.261, -2.558, 0.019)
H (-0.974, -3.297, 0.523)
O (1.601, 3.252, 0.288)
H (1.811, 2.363, 0.177)
H (2.289, 3.877, 0.165)
O (-0.131, -3.526, -2.071)
H (-0.652, -3.049, -2.652)
H (-0.650, -3.639, -1.358)